# 1
The following is a DFT calculation (ωB97M-V with the def2-TZVPD basis set) of 2 unconnected molecules or ions with the total composition CNO2S2 in a non-equilibrium geometry.

```
6
Properties=species:S:1:pos:R:3:lowdin_charge:R:1
C -2.79132 -0.04037 -0.01339 -1.165
N -1.63060 -0.07842 -0.06692 -0.068
O 3.19316 -1.19959 -0.00536 -0.463
O 3.21908 1.24037 -0.02726 -0.466
S -4.40957 0.05127 0.03610 0.267
S 2.41926 0.02673 0.07683 0.895
```

## Properties
E_HOMO	-3.57	eV
max |F|	1.961	eV Å⁻¹
electronic energy	-28293.942	eV
charge	-1
M	122.2	g mol⁻¹
Kohn-Sham gap	4.891	eV
relative energy (zero: lowest compared OMol25 entry of this formula, charge and spin)	44.7	kJ/mol

---

# 2
The following is a DFT calculation (ωB97M-V with the def2-TZVPD basis set) of a molecular structure, C27H63N7O9Pt in a non-equilibrium geometry.

```
107
Properties=species:S:1:pos:R:3:mulliken_spin:R:1
Pt -2.62017 -0.54696 -1.57431 1.548
C -2.07300 -0.53358 -5.90855 0.074
C -2.34971 -1.60233 -4.91547 -0.030
C -1.71542 -2.89198 -5.32968 0.048
O -2.07893 -1.14764 -3.59404 0.808
H -1.78838 -0.85720 -6.90973 0.003
H -1.41616 0.26841 -5.57168 -0.010
H -3.00467 -0.00169 -6.10136 -0.003
H -3.41243 -1.80420 -5.04952 -0.002
H -1.98506 -3.78362 -4.76367 -0.002
H -0.63950 -3.06267 -5.36644 -0.001
H -2.02787 -3.27170 -6.30245 0.001
C 0.84216 -2.16305 -1.42080 -0.019
C 0.38165 -1.10779 -0.35947 0.000
C 1.13941 0.25824 -0.43636 0.008
O -0.95963 -0.79677 -0.23093 0.453
H 0.52750 -1.96907 -2.44620 -0.001
H 0.38725 -3.06015 -1.00083 0.001
H 1.91942 -2.31488 -1.48838 -0.003
H 0.80570 -1.37995 0.60707 0.042
H 2.18733 0.23691 -0.73550 0.002
H 0.99402 0.75312 0.52387 0.006
H 0.62096 0.87066 -1.17409 0.010
C -2.24311 2.74787 -2.14941 0.002
O -2.53896 1.59933 -1.91204 0.030
N -1.87457 3.57927 -1.23759 0.002
C -1.58337 4.98953 -1.54578 0.001
C -1.68111 3.26014 0.19767 -0.006
H -2.47280 3.28528 -3.08248 -0.002
H -1.58127 5.08107 -2.63193 0.000
H -0.79895 5.67868 -1.23297 0.000
H -2.45003 5.56811 -1.22605 0.000
H -2.69025 3.44200 0.56733 0.001
H -1.33977 2.24290 0.38954 0.004
H -1.04070 3.92781 0.77403 0.000
C 3.18603 -7.37394 0.84772 0.000
O 2.17895 -7.94818 0.45493 0.000
N 3.56701 -6.16387 0.43264 0.000
C 4.73408 -5.51379 0.96364 0.000
C 2.76358 -5.16912 -0.44031 -0.001
H 3.89295 -7.79986 1.57647 0.000
H 4.56608 -4.55421 1.45259 0.000
H 5.39004 -5.28845 0.12279 0.000
H 5.30293 -6.30805 1.44702 0.000
H 3.42644 -4.76147 -1.20356 0.000
H 1.88160 -5.71251 -0.77931 0.000
H 2.39015 -4.25310 0.01746 0.001
C -3.47139 0.75117 1.35901 0.000
O -3.86420 0.14799 0.40465 0.038
N -4.08153 1.72365 2.00112 0.007
C -3.49905 2.28941 3.18482 0.001
C -5.40163 2.12438 1.56443 0.002
H -2.44756 0.63270 1.74625 -0.006
H -3.85902 3.31281 3.29048 0.000
H -2.43306 2.46411 3.03906 0.000
H -3.61742 1.55955 3.98568 0.000
H -5.77030 1.42380 0.81518 -0.001
H -5.97441 2.09442 2.49132 0.000
H -5.51905 3.13227 1.16637 0.000
C 0.79002 3.45464 4.49393 0.000
O 1.40780 3.67674 3.37784 0.000
N 0.03636 2.32579 4.61356 0.000
C -0.49057 1.83875 5.94517 0.000
C -0.02826 1.49267 3.47737 -0.001
H 0.86727 3.98792 5.45405 0.000
H -0.37839 2.57713 6.73908 0.000
H -0.12655 0.87497 6.30115 0.000
H -1.56783 1.72853 6.06956 0.000
H -1.00751 1.03848 3.32614 0.002
H 0.09139 1.97747 2.50849 0.000
H 0.70688 0.69852 3.34701 0.001
C -2.44343 -2.66061 5.23557 0.000
O -2.30614 -2.49816 6.48462 0.000
N -1.48590 -2.73899 4.33328 -0.001
C -0.14249 -2.65002 4.70161 -0.001
C -1.64230 -3.11181 2.99751 0.006
H -3.41199 -2.97304 4.81549 0.000
H 0.15496 -1.69205 4.27510 0.000
H 0.41554 -3.57656 4.56661 0.000
H -0.02043 -2.41729 5.75947 0.000
H -0.93754 -3.84782 2.61058 0.000
H -2.64828 -3.40162 2.69403 0.000
H -1.46938 -2.27524 2.32049 -0.010
C 3.87948 1.86863 1.88206 0.000
O 4.89411 1.18317 2.28092 0.000
N 3.84583 2.34755 0.63985 0.000
C 2.68126 3.00569 0.09657 0.001
C 5.09957 2.26611 -0.16487 0.000
H 3.02800 2.17930 2.50708 0.000
H 2.82871 3.95959 -0.40982 0.000
H 1.98719 3.36692 0.85544 0.000
H 2.04045 2.55413 -0.66076 -0.001
H 5.12922 3.32079 -0.43853 0.000
H 6.02608 1.87658 0.25696 0.000
H 4.93541 1.78696 -1.13004 0.000
C 0.51438 2.15423 -4.29416 0.002
O 0.55922 3.22346 -4.81429 0.000
N 1.09789 1.10820 -4.89632 0.000
C 1.11170 -0.19164 -4.34574 0.016
C 1.90578 1.34420 -6.10838 0.000
H 0.03087 2.01036 -3.31553 -0.002
H 0.32280 -0.24594 -3.59554 -0.018
H 1.96750 -0.41662 -3.70927 -0.001
H 0.65833 -0.92908 -5.00810 0.001
H 2.05111 2.38972 -6.38017 0.000
H 2.88722 0.87053 -6.08529 0.000
H 1.37386 0.83496 -6.91202 0.000
```

## Properties
spin multiplicity	4
E_HOMO (spin up / spin down)	-10.91 / -10.91	eV
max |F|	5.495	eV Å⁻¹
electronic energy	-61109.278	eV
charge	+1
M	824.9	g mol⁻¹
Kohn-Sham gap (spin up / spin down)	7.693 / 4.921	eV
relative energy (zero: lowest compared OMol25 entry of this formula, charge and spin)	80.9	kJ/mol

---

# 3
The following is a DFT calculation (ωB97M-V with the def2-TZVPD basis set) of a molecular structure, C4H6N2.

```
12
Properties=species:S:1:pos:R:3:lowdin_charge:R:1
N 2.11030 0.31782 0.16816 0.028
C -0.25433 0.23380 -0.12467 -0.316
C 0.85729 0.94755 0.03374 -0.148
C -1.72376 0.34106 -0.14976 -0.029
C -1.77201 -1.00003 -0.04401 -0.123
N -0.35463 -1.21756 -0.14845 0.026
H 2.32596 -0.31103 -0.59452 0.083
H 2.87005 0.96162 0.31813 0.069
H 0.81652 2.03022 0.12175 0.111
H -2.44371 1.13818 -0.27621 0.087
H -2.52721 -1.77201 0.04998 0.100
H 0.09554 -1.66962 0.64586 0.112
```

## Properties
E_HOMO	-7.86	eV
max |F|	0.485	eV Å⁻¹
electronic energy	-7223.009	eV
M	82.1	g mol⁻¹
Kohn-Sham gap	8.949	eV
relative energy (zero: lowest compared OMol25 entry of this formula, charge and spin)	249.1	kJ/mol

---

# 4
The following is a DFT calculation (ωB97M-V with the def2-TZVPD basis set) of a gas-phase ion, C15H20NOS2 (charge +1) in a non-equilibrium geometry.

```
39
Properties=species:S:1:pos:R:3:lowdin_charge:R:1
O 0.15144 3.63903 -0.38014 -0.043
S 0.25898 -2.48997 0.14281 1.126
S -0.28053 -1.30223 3.24650 0.865
C 0.67277 -0.73448 0.33600 -0.434
C 1.57995 -0.31057 1.41199 -0.088
C 1.25215 -0.43473 2.79067 -0.481
C -1.01334 -2.84541 -2.38244 -0.044
C -1.69442 -2.40737 -3.56237 0.013
C -1.09976 -0.11555 -2.82940 0.041
C -0.50242 -1.96766 -1.41163 -0.429
C -0.46087 -0.61504 -1.67754 -0.170
C -1.74550 -1.01677 -3.68733 -0.272
N 0.13822 0.12205 -0.52963 0.046
C -1.46260 0.12690 3.39702 -0.339
C -2.34862 -0.50739 -4.94775 -0.055
C 3.57579 -0.08442 3.44107 -0.116
C -0.44926 2.43163 -0.00386 -0.248
C 2.20603 0.01931 3.83695 -0.299
C 0.42540 1.58490 -0.77744 -0.111
H -0.23636 4.40194 0.05845 0.111
H 2.53189 0.16423 1.12398 0.124
H -0.84623 -3.89585 -2.15008 0.110
H -2.13066 -3.01154 -4.36427 0.133
H -1.30741 0.95381 -2.75324 0.127
H -1.08595 0.96711 3.90352 0.017
H -2.33011 -0.25484 3.91076 0.030
H -1.81710 0.56872 2.43384 0.042
H -2.03526 -1.12700 -5.79238 0.089
H -2.02853 0.53327 -5.22089 0.100
H -3.43639 -0.43807 -4.89385 0.092
H 3.78576 0.71404 2.78360 0.070
H 4.19011 0.01338 4.27853 0.076
H 3.79304 -1.02629 2.89477 0.118
H -1.52689 2.33007 -0.42919 0.164
H -0.34860 2.34250 1.10808 0.138
H 2.08739 -0.73391 4.64742 0.127
H 1.74515 0.91543 4.26065 0.138
H 1.45636 1.72936 -0.46283 0.148
H 0.33640 1.76143 -1.75037 0.084
```

## Properties
E_HOMO	-11.91	eV
max |F|	6.352	eV Å⁻¹
electronic energy	-41078.916	eV
charge	+1
M	294.5	g mol⁻¹
Kohn-Sham gap	7.984	eV
relative energy (zero: lowest compared OMol25 entry of this formula, charge and spin)	215.6	kJ/mol

---

# 5
The following is a DFT calculation (ωB97M-V with the def2-TZVPD basis set) of a molecular structure, C22H42Cl3N2O3SScSi in a non-equilibrium geometry.

```
75
Properties=species:S:1:pos:R:3:lowdin_charge:R:1
C 2.66431 -2.50288 -2.44854 -0.031
C 2.16092 -1.64126 -3.55928 -0.225
H 2.37538 -3.54588 -2.59166 0.073
H 2.24674 -2.17580 -1.49099 0.079
H 3.76003 -2.45233 -2.38978 0.097
C 2.00824 -2.07033 -4.82650 -0.106
C 2.25487 -3.47276 -5.27479 -0.104
H 1.71269 -1.38065 -5.62276 0.103
H 1.80437 -4.21890 -4.60425 0.072
H 3.32669 -3.69597 -5.36823 0.082
H 1.79497 -3.61048 -6.26446 0.070
Sc 1.07358 -0.08388 2.73300 0.178
Cl 1.82380 0.74514 4.81722 0.008
Cl 2.63674 0.60534 1.05797 0.006
C 0.42370 2.77990 2.11174 -0.273
O -0.05450 1.64628 2.45050 -0.200
N -0.36899 3.75456 1.69884 -0.153
C -1.80227 3.48421 1.56364 -0.008
C 0.18869 4.97705 1.12661 -0.022
H 1.50457 2.98390 2.12266 0.129
H -2.18621 3.03562 2.48234 0.100
H -1.99835 2.78744 0.73268 0.086
H -2.28481 4.44417 1.37189 0.091
H 1.08570 5.25776 1.68201 0.098
H -0.56732 5.76086 1.20211 0.091
H 0.47119 4.83252 0.07119 0.093
H -0.52727 -4.95513 4.00850 0.106
H -0.10228 -3.42166 1.11739 0.060
C -1.50656 -4.57041 3.68858 -0.035
C -1.13874 -3.64230 1.40366 -0.025
N -1.34091 -3.40628 2.83831 -0.156
H -2.08299 -4.30453 4.58563 0.098
C -1.10396 -2.24311 3.42059 -0.290
O -0.74581 -1.18523 2.83118 -0.195
H -1.83245 -3.04562 0.79680 0.095
H -1.22962 -2.25158 4.51803 0.126
H -2.03367 -5.33880 3.12246 0.088
H -1.35149 -4.69904 1.25086 0.086
O 0.74567 -0.46519 -2.11346 -0.177
C 1.70928 -0.25006 -3.13468 -0.280
C 0.03569 0.34084 -4.95762 -0.069
C 1.23418 0.62615 -4.29524 -0.207
H -0.58291 -0.49115 -4.60410 0.116
C -0.36780 1.11144 -6.06128 -0.068
H 2.56357 0.23939 -2.64923 0.149
C 2.05531 1.66973 -4.75216 -0.033
H -1.33233 0.93424 -6.51987 0.099
C 0.48280 2.11564 -6.55191 -0.089
C 1.68736 2.38797 -5.88860 -0.086
H 2.98416 1.87718 -4.20541 0.121
H 0.19752 2.69176 -7.43197 0.099
H 2.34169 3.18502 -6.26576 0.104
Si -0.56237 0.38721 -1.52857 0.397
Cl 1.96415 -2.40700 2.71373 -0.075
C -2.16687 -0.01030 -2.41104 -0.161
C -0.18253 2.21663 -1.62770 -0.130
C -0.72508 -0.30346 0.16651 -0.168
H -2.19866 0.37420 -3.43835 0.016
H -3.00324 0.44459 -1.85964 0.034
H -2.32100 -1.09722 -2.44510 0.041
H -0.56101 -1.39134 0.17608 0.032
H -1.66797 -0.07866 0.67239 0.057
H 0.11747 0.19171 0.70464 -0.057
H 0.08385 2.50465 -2.65405 0.035
H 0.67449 2.46120 -0.98394 0.030
H -1.04464 2.83087 -1.33027 0.026
C -0.17442 0.31469 7.79520 -0.437
S -1.55004 -0.61810 7.13401 0.727
C -2.76404 0.70693 7.06455 -0.429
H 0.62832 0.33089 7.04896 -0.058
H 0.15578 -0.20329 8.70534 0.030
H -0.49400 1.33943 8.02749 0.033
H -3.62897 0.38428 7.66607 0.027
H -2.33044 1.63826 7.45534 0.030
H -3.06194 0.83093 6.01447 0.023
```

## Properties
E_HOMO	-8.23	eV
max |F|	2.269	eV Å⁻¹
electronic energy	-109607.465	eV
M	594.1	g mol⁻¹
Kohn-Sham gap	8.514	eV
relative energy (zero: lowest compared OMol25 entry of this formula, charge and spin)	38.3	kJ/mol

---

# 6
The following is a DFT calculation (ωB97M-V with the def2-TZVPD basis set) of a molecular structure, C41H44NO2PPtSi in a non-equilibrium geometry.

```
91
Properties=species:S:1:pos:R:3:lowdin_charge:R:1
Pt -0.53283 -0.19313 -0.75161 0.906
C 1.59297 -0.23423 -0.57121 -0.419
Si 1.89147 -1.09143 1.07669 0.662
C 0.54577 -0.54353 2.37169 -0.229
N -0.81303 -0.56293 1.83009 -0.257
C -1.46963 -1.86883 1.99809 -0.186
C -2.81233 -1.78053 2.72469 -0.176
C -2.63883 -1.00403 4.02689 -0.190
C -2.14893 0.42247 3.74129 -0.162
C -1.63673 0.54547 2.29749 -0.216
C 2.08717 -2.98563 1.04049 -0.232
C 2.45777 -3.65973 -0.11771 -0.110
C 2.69797 -5.02283 -0.11321 -0.102
C 2.57407 -5.74793 1.05999 -0.097
C 2.20257 -5.09693 2.22369 -0.090
C 1.96737 -3.73413 2.20759 -0.104
C 3.59777 -0.44643 1.65219 -0.239
C 4.50007 0.01917 0.69979 -0.108
C 5.71877 0.56087 1.05919 -0.095
C 6.07327 0.63477 2.39519 -0.102
C 5.20847 0.14097 3.35689 -0.099
C 3.98597 -0.39033 2.98499 -0.105
H 1.96567 -0.79453 -1.43061 -0.012
H 2.01667 0.76997 -0.58311 -0.024
H 0.79177 0.48287 2.64829 0.084
H 0.60097 -1.12993 3.29939 0.075
H -0.81073 -2.52493 2.57819 0.110
H -1.61163 -2.33693 1.01979 0.092
H -3.16083 -2.79393 2.93689 0.114
H -3.56383 -1.30083 2.09489 0.110
H -1.90943 -1.52943 4.64679 0.106
H -3.57893 -0.98353 4.58149 0.103
H -1.35973 0.70247 4.43979 0.102
H -2.96763 1.13197 3.87209 0.107
H -1.05073 1.46307 2.18959 0.094
H -2.49683 0.64007 1.63149 0.098
H 2.56457 -3.10743 -1.03911 0.096
H 2.99257 -5.52163 -1.02681 0.101
H 2.77367 -6.81073 1.06989 0.099
H 2.10267 -5.65213 3.14619 0.100
H 1.69267 -3.24173 3.12889 0.090
H 4.23457 -0.03783 -0.34501 0.088
H 6.38727 0.93307 0.29539 0.098
H 7.01877 1.07087 2.68309 0.096
H 5.48657 0.17827 4.40079 0.097
H 3.31727 -0.76443 3.74629 0.094
O -3.02843 -1.34953 -1.26061 -0.038
C -2.60833 -0.21563 -1.04291 -0.474
C -3.28043 1.00967 -0.92541 -0.250
C -4.69443 1.04947 -0.78471 -0.006
C -5.32463 2.23237 -0.52761 -0.070
C -4.60043 3.43327 -0.41331 -0.058
C -3.23383 3.43587 -0.60541 -0.064
C -2.56463 2.25327 -0.87581 -0.299
P -0.82343 2.02497 -1.14941 0.967
C -0.08043 3.64727 -0.73941 -0.330
C 0.20847 3.95927 0.58449 -0.082
C 0.60327 5.24067 0.93099 -0.073
C 0.72187 6.21297 -0.04981 -0.080
C 0.45797 5.90547 -1.37501 -0.074
C 0.05517 4.62667 -1.72071 -0.079
C -0.51823 1.87167 -2.94651 -0.371
C -1.53363 1.69437 -3.87931 -0.083
C -1.22353 1.28617 -5.16651 -0.085
C 0.09687 1.08697 -5.53511 -0.093
C 1.11807 1.32217 -4.62391 -0.077
C 0.81037 1.69547 -3.33281 -0.119
H -5.23873 0.11897 -0.85871 0.119
H -6.39623 2.25687 -0.39671 0.103
H -5.11113 4.35437 -0.17321 0.104
H -2.67343 4.35757 -0.53631 0.106
H 0.11177 3.19317 1.34219 0.092
H 0.81237 5.48197 1.96429 0.107
H 1.02147 7.21497 0.21839 0.104
H 0.55827 6.66307 -2.14121 0.106
H -0.16843 4.39007 -2.75241 0.107
H -2.56163 1.86367 -3.58881 0.107
H -2.01543 1.10617 -5.87941 0.103
H 0.33617 0.73997 -6.52991 0.100
H 2.15257 1.19307 -4.91031 0.105
H 1.59157 1.84517 -2.59951 0.098
C -1.07583 -2.45373 -3.36781 -0.002
C -0.75583 -3.04713 -2.03461 -0.439
C -0.88993 -4.53943 -1.88691 0.020
O -0.41473 -2.38073 -1.06951 -0.083
H -0.88083 -3.15823 -4.17221 0.082
H -0.52273 -1.52223 -3.52151 0.079
H -2.13953 -2.19733 -3.36881 0.095
H -1.02413 -5.03873 -2.84051 0.078
H -1.75293 -4.74283 -1.25461 0.101
H -0.00493 -4.92553 -1.38101 0.080
```

## Properties
E_HOMO	-6.55	eV
max |F|	5.828	eV Å⁻¹
electronic energy	-69229.539	eV
M	836.9	g mol⁻¹
Kohn-Sham gap	6.517	eV
relative energy (zero: lowest compared OMol25 entry of this formula, charge and spin)	0.0	kJ/mol

---

Which value of electronic energy does entry 3 give?
-7223.009 eV